Molecular formula: C2H2N2O2
Method: DFT, ωB97M-V with the def2-TZVPD basis set

Computed properties:
Electronic energy: -9181.142 eV
Spin multiplicity: 1
LUMO level: 0.55 eV
Gap between HOMO and LUMO: 11.50 eV
Largest force on an atom: 4.85 eV/Å
SMILES string: N=C=O.N=C=O
ΔE to the lowest compared entry with this formula, charge and spin: 62.1 kJ/mol
M: 86.1 g mol⁻¹

```
8
Properties=species:S:1:pos:R:3:lowdin_charge:R:1
N -0.95886 0.04765 -0.94542 0.2258
C -1.80035 -0.01503 -0.14614 -0.4607
O -2.49721 -0.22190 0.73759 0.1597
H -0.51607 0.18486 -1.83011 0.1098
N 1.68889 -0.66205 0.58938 0.1755
C 1.46815 0.48260 0.39214 -0.4961
O 1.40636 1.55137 -0.02597 0.1532
H 1.20910 -1.36751 1.22853 0.1327
```



Molecular formula: C15H18NORuS
Method: DFT, ωB97M-V with the def2-TZVPD basis set

Computed properties:
Electronic energy: -32782.520 eV
Net charge: +2
Spin multiplicity: 6
LUMO level (spin up / spin down): -6.62 / -10.28 eV
Gap between HOMO and LUMO (spin up / spin down): 9.04 / 6.26 eV
Largest force on an atom: 0.88 eV/Å
M: 361.5 g mol⁻¹

```
37
Properties=species:S:1:pos:R:3:lowdin_spin:R:1
Ru -0.69781 0.63800 -0.81922 3.4946
C 1.23575 -3.76412 0.86151 0.0055
C 0.14677 -2.68464 0.95098 0.0063
C -1.18610 -3.27308 1.40213 0.0006
C 0.06842 -1.90319 -0.33310 0.0808
C 1.17926 -1.14059 -0.76820 0.0692
C 1.19317 -0.50763 -2.01729 0.0523
C 0.06183 -0.54459 -2.86872 0.0340
C 0.09274 0.05924 -4.23972 0.0092
C -1.06437 -1.26865 -2.41031 0.0434
C -1.04727 -1.96105 -1.18926 0.0720
H 1.27915 -4.30522 1.80433 0.0009
H 2.22234 -3.34673 0.66165 0.0002
H 1.01105 -4.48208 0.06982 0.0000
H 0.47308 -1.98304 1.73128 0.0017
H -1.50515 -4.08698 0.74620 0.0002
H -1.97463 -2.51881 1.44174 0.0002
H -1.07874 -3.70067 2.39657 0.0000
H 2.07643 -1.12984 -0.16234 0.0015
H 2.10120 -0.02972 -2.36437 0.0027
H 1.10634 0.06538 -4.63627 0.0009
H -0.25569 1.09495 -4.23600 0.0027
H -0.55340 -0.48884 -4.92274 0.0006
H -1.90306 -1.41195 -3.08127 0.0042
H -1.87977 -2.60602 -0.94193 0.0025
O 0.48757 2.42855 -0.26822 0.2260
N 0.20735 3.11161 0.81795 0.0610
C 0.91073 4.22209 1.07930 0.0089
C 0.65677 4.96602 2.21472 0.0845
C -0.34180 4.56963 3.09954 -0.0140
C -1.07092 3.43161 2.81765 0.0761
C -0.78894 2.69954 1.66263 0.0595
S -1.66983 1.27640 1.28127 0.6060
H 1.66869 4.48063 0.35441 0.0008
H 1.24437 5.85367 2.40154 0.0041
H -0.54222 5.14521 3.99247 -0.0018
H -1.86332 3.09490 3.47126 0.0026
```



Molecular formula: H4O2
Method: DFT, ωB97M-V with the def2-TZVPD basis set

Computed properties:
Electronic energy: -4159.733 eV
Spin multiplicity: 1
LUMO level: 0.64 eV
Gap between HOMO and LUMO: 11.39 eV
Largest force on an atom: 1.44 eV/Å
SMILES string: O.O
ΔE to the lowest compared entry with this formula, charge and spin: 19.9 kJ/mol
M: 36.0 g mol⁻¹

```
6
Properties=species:S:1:pos:R:3:lowdin_charge:R:1
O -1.36676 -2.83300 -2.64897 -0.0601
H -0.83313 -3.07641 -1.85888 0.0816
H -1.45018 -1.85377 -2.59987 0.0836
O -3.82133 -3.03890 -1.70366 -0.1093
H -2.85852 -2.97787 -1.89737 -0.0405
H -3.98970 -4.00092 -1.58361 0.0448
```



Molecular formula: C21H30CoN6OS2Se
Method: DFT, ωB97M-V with the def2-TZVPD basis set

Computed properties:
Electronic energy: -157898.705 eV
Spin multiplicity: 2
LUMO level (spin up / spin down): 0.15 / 0.28 eV
Gap between HOMO and LUMO (spin up / spin down): 7.22 / 7.37 eV
Largest force on an atom: 0.63 eV/Å
ΔE to the lowest compared entry with this formula, charge and spin: 43.8 kJ/mol
M: 584.5 g mol⁻¹

```
62
Properties=species:S:1:pos:R:3:lowdin_spin:R:1
Co 0.25763 0.55136 -0.26073 0.9564
C 4.08528 -3.45498 2.66573 0.0000
C 2.59184 -3.51466 2.94848 -0.0001
N 1.78937 -3.20728 1.76232 -0.0016
C 1.25755 -4.35912 1.04264 -0.0015
C -0.05607 -4.84749 1.63665 -0.0004
C 1.54650 -1.93147 1.41288 -0.0015
S 0.51879 -1.66636 0.05022 -0.0154
N 2.11739 -1.02593 2.21761 -0.0017
C 2.17813 0.27380 1.96714 -0.0007
O 1.82746 0.88714 0.92525 -0.0002
C 2.79547 1.09209 3.06207 -0.0002
C 3.49097 0.48297 4.10272 -0.0006
C 4.06266 1.25023 5.10487 0.0000
C 3.93839 2.63285 5.08066 -0.0008
C 3.24455 3.24649 4.04716 0.0001
C 2.68206 2.47747 3.04076 -0.0008
H 4.65156 -3.69631 3.56662 0.0000
H 4.36458 -2.45511 2.33622 0.0000
H 4.36638 -4.16669 1.88760 0.0000
H 2.32527 -2.81837 3.74021 0.0000
H 2.30562 -4.51767 3.26754 -0.0001
H 2.01874 -5.14096 1.08116 -0.0001
H 1.12021 -4.08614 -0.00011 -0.0006
H 0.05055 -5.07513 2.69834 0.0000
H -0.38956 -5.75317 1.12851 0.0000
H -0.82458 -4.08200 1.52647 -0.0002
H 3.57776 -0.59434 4.11006 -0.0001
H 4.60641 0.76981 5.90797 0.0000
H 4.38527 3.23156 5.86392 0.0000
H 3.14635 4.32399 4.02377 0.0000
H 2.15198 2.94959 2.22562 0.0000
S -2.25249 0.35581 0.02284 0.0246
C -2.49820 -0.39841 -1.50042 0.0095
N -2.17878 -1.67712 -1.67205 0.0022
C -2.38592 -2.39032 -2.92403 0.0002
C -2.18840 -1.41767 -4.07380 0.0003
C -3.13639 -0.24513 -3.88921 0.0006
N -3.01830 0.27243 -2.52608 0.0022
H -1.74474 -2.13322 -0.88345 0.0000
H -3.39855 -2.80630 -2.94428 0.0001
H -1.67857 -3.21603 -2.97165 0.0000
H -2.37895 -1.90916 -5.02710 0.0000
H -1.16062 -1.05187 -4.05703 0.0003
H -4.17051 -0.54676 -4.07677 0.0001
H -2.88748 0.56260 -4.57636 0.0003
H -3.19875 1.24522 -2.34717 0.0001
Se 0.48469 0.99705 -2.65505 0.0205
C 1.81743 -0.08046 -3.48500 0.0035
C 2.01197 -1.42631 -3.18161 0.0028
C 2.97902 -2.14221 -3.86775 -0.0004
N 3.75493 -1.63416 -4.82470 0.0030
C 3.56050 -0.34792 -5.11143 0.0000
C 2.62427 0.45812 -4.48480 0.0029
H 1.42711 -1.90632 -2.41112 0.0005
H 3.13818 -3.19113 -3.63610 -0.0001
H 4.19436 0.06641 -5.88914 -0.0001
H 2.52349 1.49758 -4.76828 0.0001
N -0.01052 2.51803 -0.11055 -0.0048
H -0.76869 2.75335 0.52063 0.0011
H -0.20440 2.92539 -1.02035 0.0001
H 0.86215 2.91019 0.22887 0.0005
```



Repeat the second record exactly.
Molecular formula: C15H18NORuS
Method: DFT, ωB97M-V with the def2-TZVPD basis set

Computed properties:
Electronic energy: -32782.520 eV
Net charge: +2
Spin multiplicity: 6
LUMO level (spin up / spin down): -6.62 / -10.28 eV
Gap between HOMO and LUMO (spin up / spin down): 9.04 / 6.26 eV
Largest force on an atom: 0.88 eV/Å
M: 361.5 g mol⁻¹

```
37
Properties=species:S:1:pos:R:3:lowdin_spin:R:1
Ru -0.69781 0.63800 -0.81922 3.4946
C 1.23575 -3.76412 0.86151 0.0055
C 0.14677 -2.68464 0.95098 0.0063
C -1.18610 -3.27308 1.40213 0.0006
C 0.06842 -1.90319 -0.33310 0.0808
C 1.17926 -1.14059 -0.76820 0.0692
C 1.19317 -0.50763 -2.01729 0.0523
C 0.06183 -0.54459 -2.86872 0.0340
C 0.09274 0.05924 -4.23972 0.0092
C -1.06437 -1.26865 -2.41031 0.0434
C -1.04727 -1.96105 -1.18926 0.0720
H 1.27915 -4.30522 1.80433 0.0009
H 2.22234 -3.34673 0.66165 0.0002
H 1.01105 -4.48208 0.06982 0.0000
H 0.47308 -1.98304 1.73128 0.0017
H -1.50515 -4.08698 0.74620 0.0002
H -1.97463 -2.51881 1.44174 0.0002
H -1.07874 -3.70067 2.39657 0.0000
H 2.07643 -1.12984 -0.16234 0.0015
H 2.10120 -0.02972 -2.36437 0.0027
H 1.10634 0.06538 -4.63627 0.0009
H -0.25569 1.09495 -4.23600 0.0027
H -0.55340 -0.48884 -4.92274 0.0006
H -1.90306 -1.41195 -3.08127 0.0042
H -1.87977 -2.60602 -0.94193 0.0025
O 0.48757 2.42855 -0.26822 0.2260
N 0.20735 3.11161 0.81795 0.0610
C 0.91073 4.22209 1.07930 0.0089
C 0.65677 4.96602 2.21472 0.0845
C -0.34180 4.56963 3.09954 -0.0140
C -1.07092 3.43161 2.81765 0.0761
C -0.78894 2.69954 1.66263 0.0595
S -1.66983 1.27640 1.28127 0.6060
H 1.66869 4.48063 0.35441 0.0008
H 1.24437 5.85367 2.40154 0.0041
H -0.54222 5.14521 3.99247 -0.0018
H -1.86332 3.09490 3.47126 0.0026
```